The following is a DFT calculation (ωB97M-V with the def2-TZVPD basis set) of a structure of composition C35H78CdN3O11 at a distorted geometry.

```
128
Properties=species:S:1:pos:R:3:forces:R:3
O -3.69701 -1.06835 3.12871 0.187 -0.004 -0.242
H 2.28093 -4.27678 1.32894 -0.252 -0.439 0.385
H -1.35223 5.01060 -5.58164 0.011 0.028 0.363
H -3.54313 -3.08589 -0.72555 -0.681 -0.002 0.532
O -2.79268 -0.92954 -4.96489 0.487 0.280 -0.117
H 4.18652 2.85016 5.11300 0.178 -0.863 0.456
H 4.76671 0.11469 2.76225 -0.478 0.096 -0.277
H -1.68388 -4.82579 4.38518 0.279 -0.028 0.020
H 3.39176 5.01652 1.04158 0.252 -0.010 0.347
C -0.35312 3.51775 -4.20108 0.351 -0.002 -0.263
H -7.00899 -1.92411 1.80192 0.028 -0.326 0.150
H 2.42952 5.57781 -4.33462 0.008 0.350 0.364
H 2.56385 -4.81846 6.23121 0.117 0.407 0.482
H -0.14055 1.56323 -5.10011 0.550 0.056 0.112
H -4.79749 -0.79105 0.82213 0.082 0.047 0.137
H -2.73990 -0.54254 -0.68307 0.077 -0.196 0.050
H -1.69643 -3.37921 3.41271 0.321 0.079 0.108
C 3.81960 2.84905 1.05354 -0.387 0.141 -1.418
H 2.97463 -6.41068 4.65717 -0.560 -0.052 -0.060
H -1.38066 -2.27866 -5.62409 -0.225 -0.268 -0.283
C -1.46987 -4.44744 3.38360 -1.035 -0.138 0.597
C 1.95710 1.21414 1.38909 -0.854 -0.588 -0.370
H 1.67878 0.54976 3.45340 0.113 -0.134 -0.105
H 0.07458 -6.86799 2.89778 -0.243 -0.332 -0.329
H -4.96900 -5.68845 -1.54140 0.137 0.104 -0.127
H -1.13331 7.02380 -3.98337 0.307 -0.320 -0.040
C -5.53753 -0.69477 1.62985 1.028 0.313 -0.239
H -1.99287 7.17193 -2.52300 0.371 -0.161 0.345
C -3.60796 -4.17947 -0.80389 1.146 0.838 -1.541
O -0.94983 -1.18682 -2.74459 -1.010 1.269 -0.788
H 0.03512 -5.10638 5.75957 -0.103 -0.462 0.309
H -1.70208 -1.60261 -7.99872 -0.270 0.093 -0.479
H 0.88447 5.85603 -5.10019 -0.181 0.632 0.400
H 2.66757 3.36079 4.71808 -0.254 -0.227 -0.556
H -0.87997 -6.24195 1.47652 -0.374 0.111 0.451
H 5.08577 4.48113 0.55217 -0.201 0.565 0.433
C -0.02218 -4.75944 2.92258 -2.025 0.138 -0.151
Cd 0.92161 -2.00428 -2.99571 0.030 -0.375 0.636
H -0.20335 -3.53132 1.08973 0.338 -0.881 -0.275
H 3.65950 -3.46487 2.99279 0.174 0.756 0.305
C -1.08334 3.95889 -5.50142 -0.087 -0.347 0.443
H 3.77310 4.38453 -0.52498 -0.288 -0.466 -0.008
H -0.06981 -2.64879 2.44930 0.451 -0.012 0.619
H 1.05078 6.84666 -2.76189 -0.417 0.044 0.994
C -2.50460 -1.36677 -7.30398 0.637 0.268 1.449
H 1.45793 5.16767 -2.18400 -0.038 0.437 0.536
O -6.05103 -2.00339 1.84469 -0.457 0.431 -0.027
H 2.49812 -6.29892 2.96983 -0.222 0.252 -0.046
C 2.37359 2.49472 0.66312 0.189 -1.641 0.656
O -2.17606 3.62094 -2.67591 -0.308 0.022 -0.261
C 2.60329 -3.30122 3.20058 -0.942 -0.475 -0.383
H -1.43820 1.63154 -4.03066 -0.112 0.407 0.076
N 4.02214 2.77074 2.48248 -1.368 0.467 0.003
N -0.86085 4.02679 -2.92932 0.863 -0.089 0.408
H 5.10952 0.71552 4.28524 -0.324 0.132 0.356
H -6.56371 -4.09379 -2.17927 -0.047 -0.167 0.047
C 0.35364 -3.57063 2.03280 0.587 0.934 0.337
H -4.11197 -1.94250 3.18135 0.267 0.054 0.062
H 2.13168 -2.66009 1.13975 -0.178 0.641 0.567
C -0.64033 5.42462 -2.51973 -1.004 0.067 0.014
H 2.51127 0.32956 1.05119 0.687 0.273 0.285
C 1.35901 5.41704 -4.21762 -1.051 -1.649 -0.439
H 3.65333 -0.30050 4.04091 -0.075 0.163 0.275
O 0.10963 -1.60533 -0.91132 0.439 0.741 -0.009
H 2.33034 -2.34297 3.64717 0.472 0.110 0.098
O -3.04833 -4.84425 0.29981 -0.436 -0.421 0.227
C 2.24072 -4.42667 4.17702 0.096 -1.334 -0.961
H 1.76760 -3.24196 5.77373 -0.013 -0.200 0.638
H 1.64709 3.27192 0.90214 0.176 0.217 -0.037
C -0.03710 -6.08532 2.14833 1.135 0.112 -0.226
C 0.81364 5.78350 -2.81347 1.241 0.124 -1.679
H 4.77039 2.08573 -0.80961 -0.199 -0.252 -0.062
C 1.11271 3.90825 -4.37256 1.011 0.229 0.378
H -0.70335 6.43802 -0.52307 -0.027 0.185 -0.386
H 1.33917 2.22260 3.19630 0.008 0.144 -0.285
H -2.30547 -0.69240 -4.16727 -0.312 -0.002 0.090
H 4.80156 4.40289 3.10341 -0.137 -0.159 0.055
H -5.42661 -0.25064 3.76478 -0.243 0.434 -0.275
C -4.78619 -0.19486 2.87430 -0.828 -0.696 -0.220
H 1.48231 3.56191 -5.34065 -0.259 -0.041 -0.098
C -0.81811 -0.95991 -1.48533 0.378 -1.247 0.331
C 1.86740 -3.42104 1.88568 0.011 -0.741 -1.734
C 4.79361 1.92535 0.26637 0.483 0.597 1.288
H -6.25537 0.03076 1.23575 -0.336 -0.177 0.409
H -2.54116 6.10807 -3.67615 0.277 -0.890 0.109
H -2.29973 -4.88705 2.82006 0.444 -0.207 -0.462
H -5.58469 -4.69291 -0.21820 0.361 -0.275 0.113
H 4.02573 -5.70687 3.58070 -0.088 0.673 -0.217
C -1.59852 6.41033 -3.20458 -0.653 1.645 -0.396
C 2.01861 1.42153 2.89224 0.050 0.015 -0.270
C 4.24772 0.51928 3.64222 1.343 -0.403 -0.940
C 3.24630 2.42249 4.76328 -0.240 2.058 -0.146
C 2.59154 -3.94062 5.58932 -1.153 -0.086 -0.505
H -1.37304 0.14029 0.25297 -0.020 -0.295 0.047
H -3.67702 0.14559 -6.90376 0.036 -0.224 0.145
H 2.36736 2.26979 -0.40519 -0.069 0.438 -0.131
H 2.67780 1.85279 5.49516 0.546 -0.588 -0.033
C -4.99916 -4.66620 -1.14949 -1.023 -0.266 1.474
H -2.95315 -4.33164 -1.68024 -0.118 -0.346 -0.077
C -1.82123 -1.30956 -5.92225 -0.124 -0.683 -0.148
H 3.47892 -3.32427 5.70789 0.425 -0.476 -0.325
H -4.45812 0.83083 2.70400 0.319 -0.124 0.160
C -1.75647 -0.07304 -0.74115 -0.167 0.403 0.160
H 0.82049 -6.10983 1.46519 0.201 -0.219 0.266
H -1.97672 3.34294 -5.61598 -0.048 0.152 -0.320
C 3.43144 1.79103 3.37244 -0.496 -0.252 1.402
H 4.67312 0.89565 0.60070 -0.199 -0.146 -0.483
H 1.76015 3.38964 -3.65254 -0.299 -0.039 0.242
H -1.92369 0.88730 -1.23482 0.232 -0.144 -0.365
H -3.27710 -2.13264 -7.32600 -0.034 -0.174 -0.007
H -1.63199 4.94796 -0.48754 -0.569 0.192 -0.823
C 2.94743 -5.74381 3.78881 1.357 -0.555 0.815
H -0.37391 3.77356 -6.30472 -0.327 -0.219 -0.305
O -5.67892 -3.77122 -2.00415 0.764 0.480 -0.606
H 0.08868 1.48910 -3.29731 0.605 0.528 -0.002
H 0.04079 4.85810 -0.62617 0.065 0.200 0.144
O -3.02374 -0.09061 -7.56947 0.120 0.222 -0.728
C -0.40682 1.99505 -4.12957 -1.398 -0.976 -0.623
H 0.96477 0.87588 1.05674 -0.290 0.512 0.302
H -0.95560 -0.63732 -5.99519 -0.323 0.489 0.075
H -2.43704 -4.27630 0.77321 -0.054 0.131 -0.002
H 5.78747 2.20803 0.62855 0.096 -0.033 -0.237
C -0.80621 5.45655 -0.98573 1.084 -0.728 0.723
O 5.09945 3.48858 2.99881 0.628 -0.223 -0.231
O 0.43473 -5.70533 5.11797 -0.023 0.296 -0.518
N 0.78924 -4.76129 4.12935 0.768 2.218 0.162
H -2.76482 4.14727 -3.24776 0.104 -0.055 0.071
C 4.01003 4.27425 0.53685 1.033 0.110 -0.341
```
Forces are in eV/Å.

## Properties
Net charge: +1
ΔE to the lowest compared entry with this formula, charge and spin: 138.8 kcal/mol
DFT total energy: -2539.4362 Ha

These are the Mulliken partial charges, in e, on atoms 1 to 6: -0.4435 0.2702 0.3956 -0.2280 -0.4950 0.4423